Formula: C38H82BF4N4O6
Source: OMol25
Level of theory: ωB97M-V/def2-TZVPD

Each atom is followed by the atoms it is bonded to, with distances in Å.
Cartesian coordinates (Å):
1 C 4.97 -1.29 -6.83  C2 1.544, H11 1.090, H12 1.090, H13 1.090
2 C 4.08 -1.47 -5.58  C1 1.544, C3 1.554, H14 1.090, H15 1.090
3 C 4.42 -2.67 -4.66  C2 1.554, N4 1.632, H16 1.090, H17 1.090
4 N 3.71 -2.57 -3.20  C3 1.632, C5 1.528, C9 1.525, C10 1.518
5 C 4.54 -1.53 -2.44  N4 1.528, C6 1.544, H18 1.090, H19 1.090
6 C 4.07 -1.43 -0.97  C5 1.544, C7 1.469, H20 1.090, H21 1.090
7 C 4.33 -2.71 -0.29  C6 1.469, C8 1.553, H22 1.090, H23 1.090
8 C 3.71 -3.89 -1.08  C7 1.553, C9 1.525, H24 1.090, H25 1.090
9 C 4.01 -3.93 -2.58  N4 1.525, C8 1.525, H26 1.090, H27 1.090
10 C 2.23 -2.27 -3.37  N4 1.518, H28 1.090, H29 1.090, H30 1.090
11 H 5.77 -0.62 -6.53  C1 1.090
12 H 4.40 -0.94 -7.69  C1 1.090
13 H 5.32 -2.23 -7.26  C1 1.090
14 H 3.03 -1.56 -5.86  C2 1.090
15 H 4.07 -0.54 -5.02  C2 1.090
16 H 5.50 -2.70 -4.48  C3 1.090
17 H 4.24 -3.69 -5.01  C3 1.090
18 H 5.59 -1.78 -2.54  C5 1.090
19 H 4.38 -0.61 -3.01  C5 1.090
20 H 4.53 -0.57 -0.48  C6 1.090
21 H 3.00 -1.31 -0.80  C6 1.090
22 H 5.38 -2.99 -0.26  C7 1.090
23 H 3.81 -2.88 0.66  C7 1.090
24 H 4.24 -4.75 -0.67  C8 1.090
25 H 2.63 -4.01 -1.03  C8 1.090
26 H 5.03 -4.23 -2.81  C9 1.090
27 H 3.32 -4.60 -3.10  C9 1.090
28 H 1.78 -2.50 -2.41  C10 1.090
29 H 1.86 -3.00 -4.08  C10 1.090
30 H 2.05 -1.25 -3.72  C10 1.090
31 C 2.37 -2.28 8.06  C32 1.427, H41 1.090, H42 1.090, H43 1.090
32 C 2.32 -1.52 6.85  C31 1.427, C33 1.537, H44 1.090, H45 1.090
33 C 1.63 -2.36 5.77  C32 1.537, N34 1.631, H46 1.090, H47 1.090
34 N 1.66 -1.56 4.35  C33 1.631, C35 1.528, C39 1.585, C40 1.540
35 C 1.13 -2.50 3.27  N34 1.528, C36 1.585, H48 1.090, H49 1.090
36 C -0.42 -2.74 3.53  C35 1.585, C37 1.469, H50 1.090, H51 1.090
37 C -1.29 -1.56 3.63  C36 1.469, C38 1.565, H52 1.090, H53 1.090
38 C -0.68 -0.45 4.55  C37 1.565, C39 1.521, H54 1.090, H55 1.090
39 C 0.79 -0.23 4.26  N34 1.585, C38 1.521, H56 1.090, H57 1.090
40 C 3.07 -1.23 3.83  N34 1.540, H58 1.090, H59 1.090, H60 1.090
41 H 2.60 -3.32 7.85  C31 1.090
42 H 1.38 -2.25 8.53  C31 1.090
43 H 3.15 -1.95 8.75  C31 1.090
44 H 3.27 -1.13 6.47  C32 1.090
45 H 1.75 -0.62 7.05  C32 1.090
46 H 0.62 -2.65 6.05  C33 1.090
47 H 2.30 -3.20 5.59  C33 1.090
48 H 1.78 -3.37 3.18  C35 1.090
49 H 1.19 -1.94 2.34  C35 1.090
50 H -0.51 -3.35 4.42  C36 1.090
51 H -0.79 -3.49 2.83  C36 1.090
52 H -2.31 -1.84 3.89  C37 1.090
53 H -1.25 -1.04 2.67  C37 1.090
54 H -0.76 -0.79 5.59  C38 1.090
55 H -1.20 0.51 4.45  C38 1.090
56 H 1.31 0.48 4.91  C39 1.090
57 H 1.01 0.15 3.26  C39 1.090
58 H 3.12 -0.81 2.82  C40 1.090
59 H 3.63 -2.16 3.85  C40 1.090
60 H 3.49 -0.44 4.45  C40 1.090
61 C -3.94 6.92 -0.16  C62 1.583, H71 1.090, H72 1.090, H73 1.090
62 C -2.49 6.38 0.19  C61 1.583, C63 1.571, H74 1.090, H75 1.090
63 C -2.66 4.88 0.60  C62 1.571, N64 1.558, H76 1.090, H77 1.090
64 N -1.26 4.27 0.90  C63 1.558, C65 1.587, C69 1.623, C70 1.584
65 C -0.28 4.17 -0.35  N64 1.587, C66 1.487, H78 1.090, H79 1.090
66 C 1.00 3.52 0.06  C65 1.487, C67 1.525, H80 1.090, H81 1.090
67 C 1.75 4.25 1.16  C66 1.525, C68 1.536, H82 1.090, H83 1.090
68 C 0.87 4.45 2.41  C67 1.536, C69 1.565, H84 1.090, H85 1.090
69 C -0.54 5.06 2.12  N64 1.623, C68 1.565, H86 1.090, H87 1.090
70 C -1.58 2.84 1.50  N64 1.584, H88 1.090, H89 1.090, H90 1.090
71 H -4.68 6.81 0.64  C61 1.090
72 H -4.35 6.36 -1.00  C61 1.090
73 H -3.87 7.98 -0.40  C61 1.090
74 H -2.23 7.00 1.04  C62 1.090
75 H -1.71 6.60 -0.55  C62 1.090
76 H -3.23 4.34 -0.16  C63 1.090
77 H -3.29 4.94 1.49  C63 1.090
78 H -0.15 5.15 -0.81  C65 1.090
79 H -0.77 3.48 -1.03  C65 1.090
80 H 1.53 3.70 -0.87  C66 1.090
81 H 1.04 2.44 0.21  C66 1.090
82 H 2.24 5.19 0.90  C67 1.090
83 H 2.65 3.69 1.44  C67 1.090
84 H 1.34 5.06 3.19  C68 1.090
85 H 0.81 3.49 2.92  C68 1.090
86 H -0.43 6.13 1.95  C69 1.090
87 H -1.29 4.96 2.91  C69 1.090
88 H -2.12 2.22 0.78  C70 1.090
89 H -2.15 2.94 2.43  C70 1.090
90 H -0.74 2.18 1.71  C70 1.090
91 C -2.01 -3.59 -1.60  C92 1.552, H101 1.090, H102 1.090, H103 1.090
92 C -2.10 -2.29 -2.45  C91 1.552, C93 1.548, H104 1.090, H105 1.090
93 C -3.25 -1.50 -1.80  C92 1.548, N94 1.548, H106 1.090, H107 1.090
94 N -3.52 -0.07 -2.34  C93 1.548, C95 1.518, C99 1.551, C100 1.539
95 C -4.51 0.57 -1.38  N94 1.518, C96 1.538, H108 1.090, H109 1.090
96 C -5.86 -0.15 -1.22  C95 1.538, C97 1.596, H110 1.090, H111 1.090
97 C -6.54 -0.29 -2.66  C96 1.596, C98 1.562, H112 1.090, H113 1.090
98 C -5.55 -0.70 -3.79  C97 1.562, C99 1.528, H114 1.090, H115 1.090
99 C -4.14 -0.10 -3.76  N94 1.551, C98 1.528, H116 1.090, H117 1.090
100 C -2.21 0.75 -2.31  N94 1.539, H118 1.090, H119 1.090, H120 1.090
101 H -2.05 -3.49 -0.51  C91 1.090
102 H -1.01 -4.00 -1.78  C91 1.090
103 H -2.81 -4.24 -1.93  C91 1.090
104 H -2.12 -2.59 -3.50  C92 1.090
105 H -1.14 -1.77 -2.43  C92 1.090
106 H -2.98 -1.27 -0.77  C93 1.090
107 H -4.21 -2.00 -1.91  C93 1.090
108 H -4.00 0.63 -0.42  C95 1.090
109 H -4.64 1.53 -1.87  C95 1.090
110 H -5.67 -1.10 -0.71  C96 1.090
111 H -6.52 0.41 -0.56  C96 1.090
112 H -7.26 -1.11 -2.55  C97 1.090
113 H -7.06 0.60 -3.00  C97 1.090
114 H -5.46 -1.78 -3.71  C98 1.090
115 H -6.13 -0.59 -4.71  C98 1.090
116 H -3.47 -0.68 -4.39  C99 1.090
117 H -4.34 0.93 -4.06  C99 1.090
118 H -1.53 0.12 -2.88  C100 1.090
119 H -1.93 0.80 -1.26  C100 1.090
120 H -2.28 1.74 -2.75  C100 1.090
121 B 0.52 -0.88 -0.11  F122 1.383, F123 1.354, F124 1.390, F125 1.439
122 F -0.76 -0.78 0.39  B121 1.383
123 F 1.41 -0.23 0.68  B121 1.354
124 F 0.90 -2.22 -0.20  B121 1.390
125 F 0.59 -0.28 -1.41  B121 1.439
126 O 2.84 1.31 -2.65  C127 1.329, H130 0.960
127 C 2.29 1.41 -3.86  O126 1.329, O128 1.229, O129 1.225
128 O 1.10 1.11 -3.96  C127 1.229
129 O 2.97 1.76 -4.82  C127 1.225
130 H 2.16 0.89 -2.12  O126 0.960
131 O -3.64 -0.40 2.38  C132 1.378, H135 0.960
132 C -4.70 0.46 2.51  O131 1.378, O133 1.285, O134 1.252
133 O -4.56 1.62 1.96  C132 1.285
134 O -5.74 0.16 3.13  C132 1.252
135 H -2.92 0.05 1.94  O131 0.960

The spin multiplicity is 2. The calculation puts the HOMO energy (alpha / beta) at -10.1005 / -10.1004 eV. Its charge is +2. The calculation puts the HOMO-LUMO gap (alpha / beta) at 0.2209 / 0.0578 Ha. As for the expectation value of S²: 0.76. For the LUMO energy (alpha / beta), the calculation gives -4.0901 / -8.5264 eV.



Formula: C38H82Br3ClN7O16PS
Source: OMol25
Level of theory: ωB97M-V/def2-TZVPD

Each atom is followed by the atoms it is bonded to, with distances in Å.
Cartesian coordinates (Å):
1 C 2.30 -4.79 1.01  C2 1.602, H33 1.125, H34 1.126, H35 1.118
2 C 1.98 -3.24 0.75  C1 1.602, Br3 1.990, C4 1.566, H36 1.114
3 Br 3.76 -2.37 0.56  C2 1.990
4 C 1.07 -3.17 -0.52  C2 1.566, C5 1.580, H37 1.128, H38 1.130
5 C 0.07 -1.96 -0.67  C4 1.580, C6 1.590, C13 1.586, O16 1.433
6 C 0.60 -1.03 -1.84  C5 1.590, C7 1.578, H39 1.130, H40 1.133
7 C 1.98 -0.31 -1.55  C6 1.578, C8 1.607, H41 1.127, H42 1.117
8 C 2.22 0.93 -2.54  C7 1.607, S9 1.833, H43 1.126, H44 1.128
9 S 1.66 0.63 -4.25  C8 1.833, O10 1.492, O11 1.501, O12 1.674
10 O 2.13 -0.67 -4.81  S9 1.492
11 O 2.27 1.71 -5.10  S9 1.501
12 O 0.00 0.84 -4.38  S9 1.674, H45 0.979
13 C -0.07 -1.02 0.60  C5 1.586, O14 1.439, H46 1.131, H47 1.119
14 O -1.15 -1.41 1.47  C13 1.439, O15 1.401
15 O -0.86 -2.65 2.06  O14 1.401, H48 0.974
16 O -1.24 -2.49 -0.89  C5 1.433, C17 1.417
17 C -1.43 -3.03 -2.18  O16 1.417, C18 1.622, C28 1.591, H49 1.117
18 C -2.34 -1.97 -3.01  C17 1.622, O19 1.429, H50 1.130, H51 1.118
19 O -2.63 -0.87 -2.15  C18 1.429, C20 1.437
20 C -4.01 -0.48 -2.17  O19 1.437, C21 1.600, P25 1.883, H52 1.122
21 C -4.45 -0.32 -0.65  C20 1.600, C22 1.583, H53 1.127, H54 1.127
22 C -5.95 0.14 -0.47  C21 1.583, C23 1.592, H55 1.120, H56 1.131
23 C -6.96 -1.05 -0.15  C22 1.592, O24 1.439, H57 1.123, H58 1.129
24 O -8.13 -1.03 -0.98  C23 1.439, H59 0.966
25 P -4.14 1.25 -2.91  C20 1.883, O26 1.700, Cl27 2.136
26 O -3.46 1.26 -4.47  P25 1.700, H60 0.972
27 Cl -2.75 2.36 -1.73  P25 2.136
28 C -2.33 -4.35 -2.14  C17 1.591, Br29 1.974, C30 1.595, H61 1.128
29 Br -1.32 -5.98 -1.67  C28 1.974
30 C -3.66 -4.11 -1.30  C28 1.595, C31 1.568, Br32 2.011, H62 1.117
31 C -3.84 -5.07 -0.08  C30 1.568, H63 1.114, H64 1.130, H65 1.116
32 Br -5.28 -4.21 -2.50  C30 2.011
33 H 3.07 -5.17 0.29  C1 1.125
34 H 2.78 -4.83 2.03  C1 1.126
35 H 1.36 -5.40 1.04  C1 1.118
36 H 1.54 -2.86 1.70  C2 1.114
37 H 0.45 -4.12 -0.53  C4 1.128
38 H 1.74 -3.25 -1.43  C4 1.130
39 H 0.74 -1.59 -2.81  C6 1.130
40 H -0.16 -0.21 -2.04  C6 1.133
41 H 2.82 -1.03 -1.79  C7 1.127
42 H 2.10 0.10 -0.52  C7 1.117
43 H 3.33 1.11 -2.60  C8 1.126
44 H 1.78 1.89 -2.13  C8 1.128
45 H -0.21 1.46 -3.65  O12 0.979
46 H -0.40 -0.02 0.20  C13 1.131
47 H 0.89 -0.83 1.15  C13 1.119
48 H -1.68 -3.17 1.98  O15 0.974
49 H -0.50 -3.32 -2.73  C17 1.117
50 H -1.69 -1.58 -3.86  C18 1.130
51 H -3.23 -2.48 -3.45  C18 1.118
52 H -4.71 -1.23 -2.62  C20 1.122
53 H -4.34 -1.29 -0.08  C21 1.127
54 H -3.76 0.40 -0.12  C21 1.127
55 H -6.36 0.72 -1.34  C22 1.120
56 H -5.97 0.81 0.44  C22 1.131
57 H -6.49 -2.06 -0.23  C23 1.123
58 H -7.33 -0.93 0.91  C23 1.129
59 H -7.95 -0.56 -1.81  O24 0.966
60 H -4.04 1.87 -4.96  O26 0.972
61 H -2.66 -4.49 -3.21  C28 1.128
62 H -3.62 -3.06 -0.93  C30 1.117
63 H -2.95 -4.94 0.58  C31 1.114
64 H -4.71 -4.68 0.52  C31 1.130
65 H -3.97 -6.15 -0.34  C31 1.116
66 C -7.68 3.60 -1.60  O67 1.215, N68 1.357, H71 1.102
67 O -7.26 2.83 -2.44  C66 1.215
68 N -6.91 4.36 -0.78  C66 1.357, C69 1.449, C70 1.454
69 C -7.49 5.26 0.20  N68 1.449, H72 1.093, H73 1.093, H74 1.090
70 C -5.46 4.27 -0.88  N68 1.454, H75 1.092, H76 1.091, H77 1.090
71 H -8.76 3.75 -1.43  C66 1.102
72 H -7.16 6.28 -0.01  C69 1.093
73 H -7.15 4.96 1.20  C69 1.093
74 H -8.58 5.22 0.17  C69 1.090
75 H -5.16 4.55 -1.89  C70 1.092
76 H -5.15 3.24 -0.69  C70 1.091
77 H -4.99 4.94 -0.16  C70 1.090
78 C 0.36 4.08 -0.68  O79 1.218, N80 1.353, H83 1.101
79 O 1.36 3.70 -1.26  C78 1.218
80 N 0.06 5.38 -0.41  C78 1.353, C81 1.449, C82 1.452
81 C -1.16 5.75 0.29  N80 1.449, H84 1.093, H85 1.092, H86 1.090
82 C 0.98 6.42 -0.82  N80 1.452, H87 1.092, H88 1.092, H89 1.089
83 H -0.41 3.38 -0.32  C78 1.101
84 H -1.75 6.41 -0.35  C81 1.093
85 H -0.90 6.28 1.21  C81 1.092
86 H -1.75 4.87 0.54  C81 1.090
87 H 1.11 6.37 -1.91  C82 1.092
88 H 1.95 6.25 -0.35  C82 1.092
89 H 0.60 7.40 -0.54  C82 1.089
90 C 5.78 5.52 0.27  O91 1.216, N92 1.355, H95 1.103
91 O 6.78 6.03 0.72  C90 1.216
92 N 5.47 5.44 -1.05  C90 1.355, C93 1.450, C94 1.452
93 C 4.25 4.81 -1.52  N92 1.450, H96 1.093, H97 1.092, H98 1.088
94 C 6.39 6.02 -2.02  N92 1.452, H99 1.091, H100 1.092, H101 1.089
95 H 5.02 5.05 0.92  C90 1.103
96 H 4.51 3.98 -2.18  C93 1.093
97 H 3.66 5.55 -2.07  C93 1.092
98 H 3.66 4.43 -0.68  C93 1.088
99 H 7.36 5.53 -1.93  C94 1.091
100 H 6.51 7.08 -1.81  C94 1.092
101 H 6.00 5.88 -3.03  C94 1.089
102 C 6.15 -5.87 0.90  O103 1.214, N104 1.359, H107 1.102
103 O 6.03 -7.01 0.51  C102 1.214
104 N 7.11 -5.44 1.77  C102 1.359, C105 1.450, C106 1.451
105 C 7.20 -4.06 2.19  N104 1.450, H108 1.093, H109 1.093, H110 1.090
106 C 8.07 -6.40 2.28  N104 1.451, H111 1.092, H112 1.092, H113 1.089
107 H 5.47 -5.07 0.57  C102 1.102
108 H 8.17 -3.66 1.91  C105 1.093
109 H 7.09 -4.01 3.28  C105 1.093
110 H 6.42 -3.46 1.73  C105 1.090
111 H 8.62 -6.84 1.44  C106 1.092
112 H 7.54 -7.19 2.81  C106 1.092
113 H 8.77 -5.91 2.96  C106 1.089
114 C 9.20 8.25 -2.99  O115 1.214, N116 1.356, H119 1.102
115 O 9.06 7.11 -3.38  C114 1.214
116 N 10.16 8.66 -2.12  C114 1.356, C117 1.448, C118 1.451
117 C 10.27 10.04 -1.69  N116 1.448, H120 1.093, H121 1.093, H122 1.090
118 C 11.10 7.68 -1.60  N116 1.451, H123 1.092, H124 1.092, H125 1.089
119 H 8.54 9.06 -3.32  C114 1.102
120 H 11.26 10.42 -1.98  C117 1.093
121 H 10.16 10.09 -0.61  C117 1.093
122 H 9.50 10.65 -2.16  C117 1.090
123 H 11.64 7.23 -2.44  C118 1.092
124 H 10.56 6.90 -1.08  C118 1.092
125 H 11.81 8.16 -0.92  C118 1.089
126 C -2.26 -7.12 2.75  O127 1.215, N128 1.353, H131 1.102
127 O -2.29 -6.07 2.14  C126 1.215
128 N -3.12 -7.46 3.74  C126 1.353, C129 1.449, C130 1.454
129 C -3.04 -8.73 4.44  N128 1.449, H132 1.093, H133 1.093, H134 1.090
130 C -4.16 -6.51 4.11  N128 1.454, H135 1.090, H136 1.090, H137 1.090
131 H -1.51 -7.90 2.54  C126 1.102
132 H -3.97 -9.27 4.30  C129 1.093
133 H -2.88 -8.54 5.50  C129 1.093
134 H -2.21 -9.33 4.05  C129 1.090
135 H -4.78 -6.31 3.24  C130 1.090
136 H -3.70 -5.58 4.43  C130 1.090
137 H -4.77 -6.92 4.92  C130 1.090
138 C -5.51 -2.95 4.50  O139 1.215, N140 1.357, H143 1.102
139 O -5.13 -3.77 3.69  C138 1.215
140 N -4.70 -2.17 5.26  C138 1.357, C141 1.449, C142 1.452
141 C -5.23 -1.21 6.21  N140 1.449, H144 1.093, H145 1.093, H146 1.090
142 C -3.26 -2.29 5.11  N140 1.452, H147 1.092, H148 1.092, H149 1.089
143 H -6.58 -2.78 4.69  C138 1.102
144 H -4.89 -0.21 5.94  C141 1.093
145 H -4.87 -1.46 7.21  C141 1.093
146 H -6.32 -1.23 6.21  C141 1.090
147 H -2.98 -2.07 4.08  C142 1.092
148 H -2.96 -3.32 5.34  C142 1.092
149 H -2.75 -1.60 5.78  C142 1.089

The calculation puts the HOMO energy at -8.7031 eV. The calculation puts the HOMO-LUMO gap at 0.3226 Ha. For the LUMO energy, the calculation gives 0.0765 eV.



Number 1: total energy -2591.42075 hartree. Number 2: total energy -12005.84264 hartree.